# C2H2O2S

A 2-piece molecular cluster, C2H2O2S overall (ωB97M-V with the def2-TZVPD basis set, OMol25).

Positions of all 7 atoms, in Å:
C -0.280 -0.740 -0.390
C 0.466 0.310 0.192
O -0.358 -1.238 -1.500
O 1.216 2.119 2.782
S -0.080 1.571 2.311
H -0.984 -1.091 0.513
H 1.450 0.673 -0.279

As for the expectation value of S²: 2.1072. The calculation puts the lowest unoccupied orbital energy (alpha / beta) at -1.8 / -2.4 eV. The calculation puts the largest force on an atom at 0.081 Eh/bohr. For the HOMO-LUMO gap (alpha / beta), the calculation gives 8.01 / 7.65 eV. The spin multiplicity is 3.

---

# C16H28BF2IO6

A 3-piece molecular cluster, C16H28BF2IO6 overall (ωB97M-V with the def2-TZVPD basis set, OMol25).

Positions of all 54 atoms, in Å:
C -2.027 0.256 -2.584
C -0.570 0.734 -2.604
C 0.550 -0.343 -2.665
C 0.199 -1.819 -2.414
C 0.357 -2.340 -0.978
C -0.800 -2.110 0.007
C -0.903 -0.750 0.731
C 0.420 -0.086 1.102
C 0.227 1.212 1.876
C 1.570 1.826 2.340
B 1.300 3.248 2.878
I 1.341 3.671 4.964
H -2.159 -0.640 -1.978
H -2.690 1.026 -2.185
H -2.381 0.003 -3.588
H -0.453 1.383 -3.478
H -0.398 1.389 -1.743
H 1.037 -0.270 -3.641
H 1.328 -0.067 -1.945
H -0.819 -2.030 -2.760
H 0.858 -2.424 -3.042
H 1.288 -1.936 -0.564
H 0.514 -3.421 -1.042
H -0.747 -2.886 0.779
H -1.738 -2.299 -0.529
H -1.492 -0.050 0.127
H -1.475 -0.892 1.656
H 0.997 0.122 0.196
H 1.032 -0.783 1.690
H -0.396 1.026 2.759
H -0.333 1.919 1.251
H 2.229 1.898 1.463
H 2.049 1.171 3.071
H 1.014 4.174 2.191
C -0.889 6.637 3.126
C -1.619 7.403 4.218
O -2.692 8.001 3.528
C -2.882 7.369 2.336
O -3.783 7.576 1.600
O -1.901 6.459 2.135
F -0.846 8.376 4.762
H -0.086 7.258 2.724
H -0.510 5.670 3.436
H -2.012 6.788 5.029
C 1.076 -7.520 -1.896
C 2.301 -7.947 -2.691
O 2.729 -6.743 -3.286
C 2.180 -5.685 -2.629
O 2.450 -4.552 -2.829
O 1.296 -6.124 -1.703
F 1.989 -8.836 -3.665
H 0.182 -7.670 -2.505
H 0.971 -8.006 -0.931
H 3.117 -8.363 -2.099

The calculation puts the lowest unoccupied orbital energy at 0.0 eV. The calculation puts the largest force on an atom at 0.005 Eh/bohr. For the HOMO-LUMO gap, the calculation gives 9.80 eV. The spin multiplicity is 1. The SMILES is O=C1OC[C@@H](F)O1.O=C1OC[C@@H](F)O1.CCCCCCCCCCBI.

---

# Cl3OP2

An isolated ion of composition Cl3OP2 and charge +1 (ωB97M-V with the def2-TZVPD basis set, OMol25).

Positions of all 6 atoms, in Å:
O 0.398 -0.744 -3.207
P 0.700 -1.625 -2.140
P 0.225 0.981 1.507
Cl -1.674 1.866 1.266
Cl -0.073 -0.486 2.906
Cl 0.424 0.008 -0.332

The calculation puts the lowest unoccupied orbital energy at -7.1 eV. The calculation puts the largest force on an atom at 0.053 Eh/bohr. For the HOMO-LUMO gap, the calculation gives 7.43 eV. The spin multiplicity is 1. The charge is +1.

---

# C14H24BF4MoN2O3PS2

C14H24BF4MoN2O3PS2 as an isolated structure (ωB97M-V with the def2-TZVPD basis set, OMol25).

Positions of all 52 atoms, in Å:
Mo 1.716 0.124 -1.062
C -0.327 -6.650 -2.966
C -0.678 -5.523 -3.886
O 0.586 -4.788 -4.243
P 1.283 -3.473 -4.545
S 2.164 0.662 -2.998
S 0.191 -1.280 -1.182
O 0.278 -2.342 -4.810
C -1.191 -2.200 -5.023
C -1.414 -1.199 -6.117
H -1.255 -7.141 -2.672
H 0.176 -6.293 -2.069
H 0.306 -7.382 -3.464
H -1.346 -4.783 -3.447
H -1.075 -5.854 -4.843
H -1.585 -1.884 -4.058
H -1.577 -3.188 -5.266
H -0.976 -0.234 -5.866
H -2.488 -1.070 -6.254
H -0.992 -1.541 -7.060
F 4.828 1.552 -0.248
B 4.337 1.372 0.941
F 2.977 1.249 1.034
F 5.021 1.319 2.036
F 3.150 -0.839 -0.428
C 0.892 0.417 4.150
C -0.601 0.631 3.817
N -0.958 2.021 4.015
C -1.235 2.484 5.355
C -0.213 3.527 5.880
C -1.099 2.995 2.923
O -1.585 4.041 3.229
C -0.751 2.710 1.486
C -1.465 3.492 0.570
C -1.144 3.434 -0.770
C -0.123 2.599 -1.174
N 0.560 1.820 -0.308
C 0.246 1.881 1.008
H 1.167 -0.583 3.817
H 1.054 0.478 5.224
H 1.537 1.151 3.667
H -1.209 0.048 4.509
H -0.860 0.334 2.803
H -1.268 1.610 6.001
H -2.227 2.953 5.328
H 0.753 3.057 6.051
H -0.607 3.876 6.832
H -0.113 4.371 5.206
H -2.250 4.151 0.920
H -1.658 4.046 -1.498
H 0.193 2.561 -2.207
H 0.857 1.280 1.663

As for the expectation value of S²: 0.7609. The calculation puts the lowest unoccupied orbital energy (alpha / beta) at -10.4 / -12.1 eV. The calculation puts the largest force on an atom at 0.010 Eh/bohr. For the HOMO-LUMO gap (alpha / beta), the calculation gives 7.90 / 6.20 eV. The spin multiplicity is 2. The charge is +3.

---

# C3H7N6O

An isolated ion of composition C3H7N6O and charge +1 (ωB97M-V with the def2-TZVPD basis set, OMol25).

Positions of all 17 atoms, in Å:
C 1.540 0.341 0.363
C -1.240 -0.242 1.157
C 0.914 0.106 -1.942
N 2.192 0.805 1.183
N -2.616 -0.220 1.260
N 2.145 0.233 -2.367
N -0.757 -0.260 -0.103
N 0.681 -0.058 -0.532
N -0.389 -0.465 2.158
O -0.038 0.072 -2.721
H -3.161 0.271 0.514
H -3.100 -0.627 1.979
H 3.035 0.071 -1.840
H 2.273 0.864 -3.160
H -1.355 -0.271 -0.981
H -0.686 -0.394 3.133
H 0.564 -0.227 1.899

The calculation puts the lowest unoccupied orbital energy at -3.3 eV. The calculation puts the largest force on an atom at 0.089 Eh/bohr. For the HOMO-LUMO gap, the calculation gives 11.06 eV. The spin multiplicity is 1. The SMILES is N#CN(NC(N)=[NH2+])C(N)=O. The charge is +1.

---

# C12H12O

A 2-piece molecular cluster, C12H12O overall (ωB97M-V with the def2-TZVPD basis set, OMol25).

Positions of all 25 atoms, in Å:
C 3.554 0.351 0.071
C 2.895 1.255 0.847
C 2.744 -0.413 -0.850
C 1.578 1.501 0.826
C 1.347 -0.272 -0.789
C 0.784 0.686 0.049
C -2.883 0.860 0.671
C -1.443 1.214 0.979
C -1.190 -3.376 -0.746
C -0.354 -2.865 -0.060
C -2.788 0.433 -0.750
C -0.627 0.697 0.018
O -1.351 0.032 -0.941
H 4.573 0.101 0.175
H 3.449 1.751 1.593
H 3.287 -0.911 -1.580
H 1.264 2.024 1.720
H 0.691 -0.835 -1.484
H -3.547 1.627 0.792
H -1.167 1.621 1.907
H -1.826 -3.868 -1.461
H -3.266 -0.040 1.302
H 0.404 -2.231 0.339
H -3.292 -0.484 -1.123
H -2.835 1.141 -1.505

The calculation puts the lowest unoccupied orbital energy at 0.7 eV. The calculation puts the largest force on an atom at 0.088 Eh/bohr. For the HOMO-LUMO gap, the calculation gives 8.52 eV. The spin multiplicity is 1. The SMILES is C1=C(c2ccccc2)OCC1.C#C.

---

# C37H41BF2N10O7Ru

C37H41BF2N10O7Ru as an isolated structure (ωB97M-V with the def2-TZVPD basis set, OMol25).

Positions of all 99 atoms, in Å:
Ru -0.582 -0.070 0.007
C -2.932 2.452 -6.581
C -3.207 0.970 -6.343
N -2.484 0.468 -5.174
C -2.996 0.756 -3.958
C -2.431 0.381 -2.773
C -3.019 0.975 -1.489
O -4.148 1.427 -1.527
O -2.215 1.041 -0.486
C -1.273 -0.442 -2.797
O -0.752 -1.020 -1.798
C -0.646 -0.606 -4.088
C 0.629 -1.190 -4.148
C 1.318 -1.207 -5.319
F 2.533 -1.789 -5.343
C 0.803 -0.640 -6.508
C -0.509 -0.171 -6.460
C -1.236 -0.120 -5.265
N 1.593 -0.565 -7.640
C 2.999 -0.171 -7.545
C 3.231 1.171 -8.274
N 1.981 1.934 -8.254
C 0.984 1.310 -9.140
C 1.029 -0.221 -8.926
H -3.516 2.810 -7.428
H -1.873 2.627 -6.779
H -3.211 3.037 -5.705
H -2.936 0.374 -7.212
H -4.271 0.820 -6.163
H -3.920 1.321 -3.933
H 1.061 -1.595 -3.244
H -0.937 0.248 -7.357
H 3.632 -0.946 -7.985
H 3.280 -0.065 -6.502
H 3.574 0.999 -9.301
H 3.999 1.743 -7.755
H 2.149 2.890 -8.548
H 1.394 3.075 -6.111
H 1.189 1.529 -10.193
H 0.002 1.720 -8.893
H 1.672 -0.672 -9.685
H 0.041 -0.666 -9.030
C -2.972 -3.128 6.675
C -3.171 -1.653 6.336
N -2.369 -1.232 5.189
C -2.880 -1.415 3.946
C -2.300 -0.941 2.811
C -2.929 -1.422 1.493
O -4.107 -1.731 1.544
O -2.126 -1.582 0.516
C -1.142 -0.134 2.907
O -0.689 0.581 1.971
C -0.482 -0.135 4.188
C 0.788 0.433 4.338
C 1.443 0.360 5.535
F 2.665 0.918 5.644
C 0.905 -0.302 6.636
C -0.381 -0.821 6.512
C -1.093 -0.725 5.317
N 1.626 -0.569 7.825
C 3.077 -0.658 7.796
C 3.495 -1.614 8.949
N 2.242 -2.235 9.472
C 1.389 -1.211 10.145
C 1.158 -0.076 9.107
H -3.587 -3.399 7.532
H -1.930 -3.346 6.908
H -3.261 -3.747 5.827
H -2.925 -1.014 7.184
H -4.216 -1.476 6.085
H -3.809 -1.965 3.872
H 1.262 0.913 3.493
H -0.806 -1.332 7.364
H 3.568 0.312 7.922
H 3.382 -1.064 6.834
H 3.985 -1.079 9.760
H 4.161 -2.397 8.594
H 2.424 -3.038 10.070
H 1.715 -2.502 8.630
H 1.898 -0.851 11.037
H 0.455 -1.684 10.444
H 1.708 0.822 9.412
H 0.105 0.182 9.048
B 3.062 -2.153 1.828
C 1.920 -1.488 1.040
N 1.057 -0.964 0.477
H 3.271 -3.240 1.356
H 2.736 -2.220 2.990
H 4.045 -1.469 1.678
N -0.417 3.192 -0.609
C 0.066 2.599 -1.716
O 0.586 1.466 -1.688
C -0.042 3.417 -2.927
C 0.497 3.156 -4.134
N 0.769 2.962 -5.252
C -0.842 4.591 -2.913
N -1.515 5.527 -2.912
H -0.494 2.627 0.219
H -0.974 4.029 -0.658

As for the expectation value of S²: 0.7567. The calculation puts the lowest unoccupied orbital energy (alpha / beta) at -3.1 / -3.1 eV. The calculation puts the largest force on an atom at 0.076 Eh/bohr. For the HOMO-LUMO gap (alpha / beta), the calculation gives 6.74 / 6.74 eV. The spin multiplicity is 2. The charge is +1.

---

# C3H6N

An isolated ion of composition C3H6N and charge +1 (ωB97M-V with the def2-TZVPD basis set, OMol25).

Positions of all 10 atoms, in Å:
C -0.524 0.739 -0.071
C -1.518 -0.186 -0.138
C 1.208 -0.615 0.638
N 0.682 0.189 -0.589
H -0.517 1.391 0.771
H -1.157 -1.146 -0.445
H -2.564 0.130 -0.312
H 1.733 0.198 1.167
H 1.515 -1.591 0.248
H 1.142 0.892 -1.268

The calculation puts the lowest unoccupied orbital energy at -8.1 eV. The calculation puts the largest force on an atom at 0.140 Eh/bohr. For the HOMO-LUMO gap, the calculation gives 7.38 eV. The spin multiplicity is 1. The SMILES is C=C[NH+]=C. The charge is +1.

---

# C4H10Br2N2

One molecule with the formula C4H10Br2N2 (ωB97M-V with the def2-TZVPD basis set, OMol25).

Positions of all 18 atoms, in Å:
Br 0.644 1.815 3.053
Br -2.707 0.032 -0.938
N 1.535 1.244 -0.170
N 0.402 0.329 -0.246
C -0.501 0.599 1.879
C -1.214 -1.000 -1.793
C 0.357 -0.332 1.036
C 0.277 -0.515 -1.534
H 1.297 2.100 0.386
H 2.385 0.746 0.114
H -0.966 0.003 2.676
H -1.370 1.046 1.247
H -1.373 -1.999 -1.412
H -1.435 -1.103 -2.873
H -0.141 -1.305 0.821
H 1.324 -0.397 1.519
H 0.566 0.078 -2.429
H 0.919 -1.341 -1.335

The calculation puts the lowest unoccupied orbital energy at 0.7 eV. The calculation puts the largest force on an atom at 0.056 Eh/bohr. For the HOMO-LUMO gap, the calculation gives 9.57 eV. The spin multiplicity is 1. The SMILES is NN(CCBr)CCBr.

---

# C31H24Cl2N5O2SV

C31H24Cl2N5O2SV as an isolated structure (ωB97M-V with the def2-TZVPD basis set, OMol25).

Positions of all 66 atoms, in Å:
V -15.257 -5.940 2.327
C -17.315 -8.841 -0.380
C -16.763 -8.506 -1.641
C -15.727 -7.575 -1.719
C -15.257 -6.961 -0.519
N -15.919 -7.203 0.700
C -16.813 -8.197 0.730
C -14.061 -6.126 -0.417
C -13.277 -5.617 -1.458
C -12.120 -4.886 -1.137
C -11.808 -4.633 0.240
C -12.751 -4.938 1.198
N -13.812 -5.733 0.876
C -12.860 -4.355 2.529
C -11.985 -3.325 2.924
C -12.142 -2.779 4.205
C -13.192 -3.233 5.020
C -14.108 -4.098 4.480
N -13.984 -4.671 3.263
H -18.133 -9.533 -0.238
H -17.106 -8.993 -2.523
H -15.256 -7.296 -2.676
H -17.162 -8.416 1.744
H -13.562 -5.846 -2.495
H -11.465 -4.608 -1.923
H -10.901 -4.057 0.494
H -11.246 -3.029 2.216
H -11.447 -2.076 4.598
H -13.323 -2.876 6.046
H -15.004 -4.458 5.017
Cl -16.251 -0.683 1.625
C -16.602 -2.302 2.314
Cl -15.915 -3.607 1.250
H -17.673 -2.481 2.241
H -16.204 -2.406 3.324
O -18.490 -4.964 2.263
S -18.253 -5.589 3.569
O -18.246 -4.757 4.775
N -16.745 -6.324 3.396
C -16.280 -7.090 4.509
C -16.963 -7.149 5.736
C -16.469 -8.000 6.718
C -15.349 -8.778 6.492
C -14.645 -8.739 5.272
C -13.473 -9.459 4.927
C -12.824 -9.203 3.730
C -13.243 -8.170 2.933
N -14.397 -7.532 3.148
C -15.124 -7.858 4.260
C -19.293 -6.941 3.860
C -19.461 -7.737 2.761
C -20.323 -8.831 2.846
C -21.036 -9.074 4.024
C -20.949 -8.133 5.035
C -20.058 -7.104 4.997
H -17.685 -6.389 5.940
H -17.064 -8.093 7.643
H -14.981 -9.434 7.299
H -13.067 -10.162 5.624
H -11.943 -9.749 3.404
H -12.595 -7.797 2.153
H -18.921 -7.493 1.844
H -20.392 -9.495 2.003
H -21.612 -9.985 4.194
H -21.592 -8.221 5.891
H -19.929 -6.398 5.875

As for the expectation value of S²: 3.7748. The calculation puts the lowest unoccupied orbital energy (alpha / beta) at -3.5 / -3.7 eV. The calculation puts the largest force on an atom at 0.088 Eh/bohr. For the HOMO-LUMO gap (alpha / beta), the calculation gives 5.58 / 6.66 eV. The spin multiplicity is 4. The charge is +1.

---

# C2H6Cl2Si

A 2-piece molecular cluster, C2H6Cl2Si overall (ωB97M-V with the def2-TZVPD basis set, OMol25).

Positions of all 11 atoms, in Å:
C -1.736 -0.556 0.039
C -1.481 0.833 0.550
Si 2.499 -0.189 -0.288
Cl 3.924 -1.511 0.200
Cl 3.269 1.691 -0.094
H -2.711 -0.665 -0.514
H -0.935 -0.855 -0.510
H -1.982 -1.328 0.742
H -1.822 1.683 0.081
H -0.810 0.967 1.456
H 1.784 -0.069 -1.662

The calculation puts the lowest unoccupied orbital energy (alpha / beta) at -2.3 / -2.7 eV. The calculation puts the largest force on an atom at 0.091 Eh/bohr. For the HOMO-LUMO gap (alpha / beta), the calculation gives 4.04 / 3.33 eV. The spin multiplicity is 1.

---

# C17H52N5O5

A 6-piece molecular cluster, C17H52N5O5 overall (ωB97M-V with the def2-TZVPD basis set, OMol25).

Positions of all 79 atoms, in Å:
N -1.369 -0.435 -0.522
H -1.847 -0.712 -1.356
H -1.837 -0.245 0.307
H -1.303 0.572 -0.977
H -0.487 -0.958 -0.362
C -1.831 2.911 -2.786
C -2.337 2.055 -3.966
C -1.509 2.301 -5.112
O -1.096 3.596 -5.328
C -0.076 3.789 -6.234
N -2.582 0.714 -3.577
H -1.891 4.033 -2.975
H -0.779 2.699 -2.432
H -2.465 2.952 -2.055
H -3.192 2.673 -4.363
H -1.784 1.895 -6.048
H -0.716 1.726 -4.923
H 0.826 3.278 -5.738
H 0.130 4.960 -6.276
H -0.288 3.249 -7.144
H -2.622 0.224 -4.456
H -3.500 0.576 -3.153
C 3.545 1.874 0.629
C 2.855 0.498 0.820
C 2.480 -0.142 -0.424
O 1.456 0.680 -1.099
C 1.331 0.286 -2.428
N 3.753 -0.302 1.556
H 3.859 2.357 1.502
H 2.619 2.646 0.357
H 4.294 1.821 0.109
H 2.034 0.434 1.689
H 2.087 -1.170 -0.313
H 3.336 -0.208 -0.994
H 1.138 -0.765 -2.739
H 2.243 0.854 -2.853
H 0.370 0.686 -2.719
H 4.487 -0.771 0.848
H 3.248 -1.078 2.030
C 0.134 -3.720 1.317
C 0.270 -2.715 2.436
C 1.428 -2.948 3.417
O 2.604 -2.706 2.684
C 3.842 -3.026 3.336
N 0.509 -1.429 1.874
H 1.008 -3.803 0.706
H -0.721 -3.304 0.578
H -0.218 -4.531 1.713
H -0.731 -2.650 2.900
H 1.541 -3.946 3.636
H 1.482 -2.317 4.244
H 4.772 -2.494 2.898
H 3.866 -4.053 3.545
H 3.928 -2.690 4.363
H 1.418 -1.030 1.856
H 0.111 -0.537 2.587
C -3.502 0.223 2.485
C -2.393 1.320 2.756
C -1.593 1.043 3.990
O -0.318 0.450 3.718
C 0.589 0.570 4.661
N -1.551 1.620 1.694
H -2.959 -0.653 2.322
H -4.136 0.261 1.546
H -4.149 0.237 3.292
H -2.902 2.389 2.679
H -2.131 0.355 4.622
H -1.493 1.929 4.512
H 0.742 1.666 4.981
H 1.524 0.394 4.251
H 0.596 -0.117 5.618
H -0.629 1.855 1.991
H -1.816 2.578 1.375
C -2.295 -3.015 -2.863
O -0.938 -2.778 -2.384
H -3.070 -3.221 -2.000
H -2.416 -3.740 -3.586
H -2.738 -1.894 -3.166
H -0.247 -3.128 -3.076

The calculation puts the lowest unoccupied orbital energy at -2.2 eV. The calculation puts the largest force on an atom at 0.257 Eh/bohr. For the HOMO-LUMO gap, the calculation gives 9.07 eV. The spin multiplicity is 1. The charge is +1.

---

> Look up the spin multiplicity of the twelfth one.

1